The following is a quantum chemistry calculation of a cluster of 2 separate species, CH3NO4S in total at a distorted geometry, from the Open Molecules 2025 dataset.

Element x y z (Å)
C1 0.993 0.384 -0.730
N1 0.665 1.744 1.386
O1 1.150 2.577 0.761
O2 0.610 0.447 0.584
O3 -2.109 -0.701 0.711
O4 -2.034 -3.031 -0.343
S1 -2.198 -2.140 0.765
H1 1.685 -0.440 -0.704
H2 1.165 1.293 -1.146
H3 0.074 -0.134 -1.284

Output
ΔE to the lowest compared entry with this formula, charge and spin (kcal/mol): 45.5
Gap between HOMO and LUMO (eV): 9.44
Spin multiplicity: 1
Charge: 0

The following is a quantum chemistry calculation of an isolated molecule of CH3NO5 at a distorted geometry, from the Open Molecules 2025 dataset.

Element x y z (Å)
C1 0.992 0.858 -0.253
N1 -0.870 -0.530 0.356
O1 -2.241 -0.422 0.043
O2 -0.156 0.420 -0.685
O3 1.433 0.565 1.019
O4 1.681 1.546 -0.964
O5 -0.472 -1.785 -0.082
H1 2.386 0.743 1.023
H2 -2.486 0.304 0.570
H3 -0.268 -1.701 -1.026

Output
Expectation value of S²: 2.010
ΔE to the lowest compared entry with this formula, charge and spin (kcal/mol): 8.2
Gap between HOMO and LUMO (alpha / beta) (eV): 7.19 / 7.14
Spin multiplicity: 3
Charge: 0

- Look up the ΔE to the lowest compared entry with this formula, charge and spin of the second one.
  8.2 kcal/mol

Please write out number 2 again, unchanged.
The following is a quantum chemistry calculation of an isolated molecule of CH3NO5 at a distorted geometry, from the Open Molecules 2025 dataset.

Element x y z (Å)
C1 0.992 0.858 -0.253
N1 -0.870 -0.530 0.356
O1 -2.241 -0.422 0.043
O2 -0.156 0.420 -0.685
O3 1.433 0.565 1.019
O4 1.681 1.546 -0.964
O5 -0.472 -1.785 -0.082
H1 2.386 0.743 1.023
H2 -2.486 0.304 0.570
H3 -0.268 -1.701 -1.026

Output
Expectation value of S²: 2.010
ΔE to the lowest compared entry with this formula, charge and spin (kcal/mol): 8.2
Gap between HOMO and LUMO (alpha / beta) (eV): 7.19 / 7.14
Spin multiplicity: 3
Charge: 0

What did the first record say?
The following is a quantum chemistry calculation of a cluster of 2 separate species, CH3NO4S in total at a distorted geometry, from the Open Molecules 2025 dataset.

Element x y z (Å)
C1 0.993 0.384 -0.730
N1 0.665 1.744 1.386
O1 1.150 2.577 0.761
O2 0.610 0.447 0.584
O3 -2.109 -0.701 0.711
O4 -2.034 -3.031 -0.343
S1 -2.198 -2.140 0.765
H1 1.685 -0.440 -0.704
H2 1.165 1.293 -1.146
H3 0.074 -0.134 -1.284

Output
ΔE to the lowest compared entry with this formula, charge and spin (kcal/mol): 45.5
Gap between HOMO and LUMO (eV): 9.44
Spin multiplicity: 1
Charge: 0